# 1
The following is a quantum chemistry calculation of a structure of composition C16H33CoN3OP, from the Open Molecules 2025 dataset.

Calculated values
- HOMO level (alpha / beta): -11.3453 / -11.1110 eV
- <S²>: 0.836
- ΔE to the lowest compared entry with this formula, charge and spin: 0.0915 eV
- Gap between HOMO and LUMO (alpha / beta): 8.90 / 8.86 eV

The geometry in ORCA input format:
```
! wB97M-V def2-TZVPD RIJCOSX def2/J DEFGRID3
* xyz 1 2
Co -0.9788 0.0497 0.5943
C -0.1627 -0.1567 3.3374
N 0.1579 -0.8918 2.0947
C -0.1719 -2.3162 2.2899
C 1.5944 -0.7159 1.7538
C 1.7696 0.1760 0.5543
C 3.0475 0.4836 0.0853
C 3.2056 1.2850 -1.0372
C 2.0842 1.7803 -1.6976
C 0.8110 1.4645 -1.2316
C 0.6431 0.6622 -0.1067
H 0.4047 -0.5543 4.1853
H -1.2272 -0.2411 3.5550
H 0.0835 0.8965 3.2118
H 0.4353 -2.7513 3.0906
H -0.0071 -2.8596 1.3618
H -1.2243 -2.4034 2.5715
H 2.0377 -1.6947 1.5654
H 2.1231 -0.3004 2.6164
H 3.9239 0.0933 0.5992
H 4.1992 1.5209 -1.3990
H 2.2017 2.4031 -2.5795
H -0.0569 1.8408 -1.7726
C 1.4327 -3.7431 -2.1269
C 0.2143 -2.8517 -2.3102
C 0.5034 -1.7717 -3.3576
C -0.9898 -3.6885 -2.7203
N -0.0256 -2.2712 -0.9614
N -1.1721 -1.4081 -0.8917
H 1.7534 -4.1518 -3.0880
H 1.2066 -4.5707 -1.4494
H 2.2732 -3.1711 -1.7091
H 0.7583 -2.2283 -4.3165
H 1.3426 -1.1430 -3.0435
H -0.3598 -1.1220 -3.5427
H -0.7569 -4.2553 -3.6228
H -1.8659 -3.0740 -2.9482
H -1.2517 -4.3996 -1.9302
H 0.7567 -1.6723 -0.7238
H -1.9835 -2.0057 -0.8167
H -1.2762 -0.8916 -1.7616
C -2.0642 3.7599 -0.3729
P -1.8704 3.0757 1.2646
C -0.2713 3.5971 1.8415
C -3.0738 3.8501 2.3171
O -2.0672 1.5602 1.2735
H -2.4653 4.7754 -0.3282
H -2.7559 3.1258 -0.9303
H -1.0983 3.7778 -0.8803
H -0.1534 4.6753 1.6997
H 0.4992 3.0705 1.2729
H -0.1727 3.3664 2.9018
H -2.9248 4.9331 2.3266
H -2.9544 3.4591 3.3296
H -4.0808 3.6225 1.9624
*
```

These are the Mulliken partial charges, in e, on atoms 1 to 8: atom 1 (Co): -0.400, atom 2 (C): -1.198, atom 3 (N): 0.600, atom 4 (C): -1.125, atom 5 (C): -1.430, atom 6 (C): 1.055, atom 7 (C): -0.874, atom 8 (C): -0.659

=====

# 2
The following is a quantum chemistry calculation of the molecule C9H10BrN3O at a distorted geometry, from the Open Molecules 2025 dataset.

Calculated values
- SMILES: NC(=O)N(Br)N1CCc2ccccc21
- HOMO level: -8.3516 eV
- ΔE to the lowest compared entry with this formula, charge and spin: 0.0000 eV
- Gap between HOMO and LUMO: 8.25 eV

The geometry in ORCA input format:
```
! wB97M-V def2-TZVPD RIJCOSX def2/J DEFGRID3
* xyz 0 1
C 0.3966 -0.6475 3.0492
C -0.4854 -1.4499 2.3198
C 1.0423 0.4870 2.5503
C -0.6310 -1.2194 0.9025
C 0.7447 0.7699 1.2540
C 0.0388 -0.1348 0.4324
C -1.3045 -0.9235 -2.6059
C 1.3047 1.8331 0.2722
C 0.8470 1.3561 -1.1267
N -0.0905 0.2120 -0.8997
N -2.0984 0.1563 -2.4695
N -0.2896 -0.8923 -1.7214
O -1.4489 -1.8619 -3.3106
Br 1.1934 -2.1535 -1.7986
H 0.4351 -0.8321 4.1438
H -0.8095 -2.3571 2.7913
H 1.7323 0.9977 3.1416
H -1.2889 -1.9012 0.2657
H 1.0764 2.8463 0.5007
H 2.3964 1.9299 0.1348
H 0.4628 2.0561 -1.8241
H 1.7894 0.9989 -1.5733
H -1.9922 0.6832 -1.5916
H -3.0210 0.0468 -2.8371
*
```

These are the Mulliken partial charges, in e, on atoms 1 to 8: atom 1 (C): -0.318, atom 2 (C): -0.840, atom 3 (C): -0.813, atom 4 (C): 0.093, atom 5 (C): 0.573, atom 6 (C): 0.042, atom 7 (C): 0.605, atom 8 (C): -0.665

=====

# 3
The following is a quantum chemistry calculation of the molecule C4H7NO3S3 at a distorted geometry, from the Open Molecules 2025 dataset.

Calculated values
- SMILES: CS/C(=C/[N+](=O)[O-])[S@](C)(=O)=S
- HOMO level: -8.9603 eV
- ΔE to the lowest compared entry with this formula, charge and spin: 2.0154 eV
- Gap between HOMO and LUMO: 7.34 eV

The geometry in ORCA input format:
```
! wB97M-V def2-TZVPD RIJCOSX def2/J DEFGRID3
* xyz 0 1
C -2.1412 -0.1901 -0.7106
C -0.6786 0.2432 -0.6842
C -0.6926 -1.1134 1.7421
C 1.6976 1.0753 -1.6274
N -2.9399 0.2009 -1.7769
O -2.4349 1.0225 -2.5118
O -4.0584 -0.2908 -1.9018
O -0.4197 2.6670 -1.9153
S 0.0053 0.4695 -3.8363
S 0.3695 -0.1708 0.5907
S -0.0804 1.2974 -2.0785
H -2.5368 -0.9341 -0.1220
H -0.0099 -1.7691 2.3336
H -1.3430 -1.7907 1.2771
H -1.2964 -0.2447 2.2544
H 2.2831 1.3960 -2.3496
H 2.0653 1.4893 -0.6945
H 1.8173 -0.1193 -1.4202
*
```

These are the Mulliken partial charges, in e, on atoms 1 to 8: atom 1 (C): -0.850, atom 2 (C): 0.395, atom 3 (C): -0.949, atom 4 (C): -1.327, atom 5 (N): 1.043, atom 6 (O): -0.629, atom 7 (O): -0.613, atom 8 (O): -0.573

=====

# 4
The following is a quantum chemistry calculation of the ion C6H16N4O with charge +2 at a distorted geometry, from the Open Molecules 2025 dataset.

Calculated values
- SMILES: N[C@]1([NH3+])CN[C@@H]2C[NH2+]C[C@@H]2O1
- HOMO level: -17.1323 eV
- ΔE to the lowest compared entry with this formula, charge and spin: 1.8388 eV
- Gap between HOMO and LUMO: 10.82 eV

The geometry in ORCA input format:
```
! wB97M-V def2-TZVPD RIJCOSX def2/J DEFGRID3
* xyz 2 1
C -1.0394 -1.2538 0.5862
C 2.1292 -0.7348 0.3957
C 1.8390 1.4134 -0.3520
C 1.0270 -0.8044 -0.7244
C 0.6006 0.6546 -0.8455
C -1.6147 0.1266 0.3817
N -0.2059 -1.6315 -0.5548
N -2.3516 0.8100 1.3222
N 2.1307 0.6533 0.8116
N -2.5149 0.1505 -1.0405
O -0.4818 1.0033 0.0711
H -0.5453 -1.1488 1.5530
H -1.7042 -2.0674 0.8432
H 1.9207 -1.4036 1.1388
H 3.1166 -1.1207 0.0015
H 2.7071 1.2987 -1.0019
H 1.7013 2.4101 -0.1294
H 1.5948 -1.1403 -1.7346
H 0.4403 1.0204 -1.8866
H 0.0255 -2.6359 -0.7963
H -2.3119 1.7879 1.2464
H -2.9329 0.3046 1.8978
H 1.3500 0.8625 1.5455
H 3.1077 0.9415 1.2334
H -3.3601 0.7443 -0.9136
H -2.8134 -0.8456 -1.2698
H -1.8144 0.6053 -1.7786
*
```

These are the Mulliken partial charges, in e, on atoms 1 to 8: atom 1 (C): -0.925, atom 2 (C): -1.054, atom 3 (C): -0.940, atom 4 (C): 0.001, atom 5 (C): -0.120, atom 6 (C): 0.744, atom 7 (N): -0.280, atom 8 (N): -0.551

=====

# 5
The following is a quantum chemistry calculation of the ion C5H13N2O with charge -1 at a distorted geometry, from the Open Molecules 2025 dataset.

Calculated values
- SMILES: CN[C@H](CN)CC[O-]
- HOMO level: -2.3044 eV
- ΔE to the lowest compared entry with this formula, charge and spin: 1.6007 eV
- Gap between HOMO and LUMO: 6.14 eV

The geometry in ORCA input format:
```
! wB97M-V def2-TZVPD RIJCOSX def2/J DEFGRID3
* xyz -1 1
C -2.5367 -0.7086 -0.0590
N -1.5384 0.3500 0.2567
C -0.1200 -0.1083 0.2917
C 0.2276 -0.5921 -1.1472
C 1.7412 -0.3824 -1.5565
O 2.6304 -0.8557 -0.6892
C 0.6935 1.1126 0.7093
N 1.0150 1.0234 2.1563
H -3.2394 -0.8075 0.7594
H -2.9377 -0.5656 -1.0527
H -1.9382 -1.6320 -0.0390
H -1.8399 0.8935 1.0525
H -0.0682 -0.8295 1.1170
H -0.0251 -1.6497 -1.3036
H -0.4159 -0.0188 -1.7954
H 1.9007 0.7194 -1.7459
H 1.7689 -0.9858 -2.5308
H 0.0758 2.0321 0.6880
H 1.5820 1.3274 0.1215
H 1.7807 1.6214 2.4050
H 1.2436 0.0563 2.3620
*
```

These are the Mulliken partial charges, in e, on atoms 1 to 8: atom 1 (C): -0.905, atom 2 (N): -0.562, atom 3 (C): 0.749, atom 4 (C): -0.912, atom 5 (C): -0.755, atom 6 (O): -0.870, atom 7 (C): -0.693, atom 8 (N): -0.657

=====

# 6
The following is a quantum chemistry calculation of a structure of composition C19H14AuCl2N4O2S at a distorted geometry, from the Open Molecules 2025 dataset.

Calculated values
- HOMO level (alpha / beta): -10.8817 / -10.8820 eV
- ΔE to the lowest compared entry with this formula, charge and spin: 1.2850 eV
- Gap between HOMO and LUMO (alpha / beta): 3.58 / 3.58 eV

The geometry in ORCA input format:
```
! wB97M-V def2-TZVPD RIJCOSX def2/J DEFGRID3
* xyz 1 1
Au 1.5534 -0.2096 -0.9424
Cl -2.6614 0.1103 -4.7615
C -2.4649 -1.0305 -3.5539
C -3.4120 -1.9598 -3.3301
C -3.2402 -2.9302 -2.3134
Cl -4.4439 -4.0805 -2.1038
C -2.0885 -2.9599 -1.4642
C -1.9048 -3.9184 -0.4549
C -0.7785 -3.8758 0.3147
C 0.1431 -2.8557 0.0907
N -0.0215 -1.9384 -0.8695
C -1.0873 -1.9805 -1.6536
C -1.1998 -0.9827 -2.7624
O -0.3504 -0.2217 -3.0108
H -4.3062 -1.9723 -3.9378
H -2.6499 -4.6857 -0.2988
H -0.5896 -4.6055 1.0889
H 1.0399 -2.7771 0.6938
C 1.5939 4.3311 4.6858
C 1.2264 3.6023 3.4251
C 2.2080 3.1313 2.5552
C 1.8664 2.4606 1.3919
C 0.5259 2.2741 1.0995
C -0.4778 2.7224 1.9474
C -0.1134 3.3844 3.1072
S 0.0528 1.4674 -0.3984
C 0.1536 2.7833 -1.5955
O -1.3524 0.9892 -0.3141
H 2.6705 4.3402 4.8427
H 1.1233 3.8663 5.5525
H 1.2477 5.3650 4.6427
H 3.2525 3.2824 2.7955
H 2.6396 2.0874 0.7300
H -1.5165 2.5398 1.7052
H -0.8839 3.7364 3.7823
H -0.5885 3.5278 -1.3040
H -0.0732 2.3533 -2.5673
H 1.1563 3.2045 -1.5700
N 3.0633 -1.5393 -1.2561
C 2.9958 -2.6758 -1.4439
N 2.9470 -3.9384 -1.7082
C 2.5511 -4.8099 -0.8016
N 2.1942 -5.6119 -0.0348
*
```

These are the Mulliken partial charges, in e, on atoms 1 to 8: atom 1 (Au): 0.534, atom 2 (Cl): -0.062, atom 3 (C): 0.506, atom 4 (C): -0.890, atom 5 (C): 1.225, atom 6 (Cl): -0.086, atom 7 (C): 0.174, atom 8 (C): -0.677